Computed, not measured: a structure of composition C12H26BN2O2P2Sm in a non-equilibrium geometry, with ωB97M-V with the def2-TZVPD basis set.

```
! RIJCOSX wB97M-V def2-TZVPD def2/J DEFGRID3
* xyz 2 6
O 0.62327 -4.15450 2.02557
H 0.96162 0.04245 -5.61193
P -2.33073 0.98013 -0.48133
H 2.34407 -3.12102 -1.08228
H -2.48873 3.40292 -0.28653
H 2.75640 -3.54334 0.64866
C -4.17918 0.75793 -0.36838
H 2.85865 -0.10970 -3.97891
C 0.76902 -0.05038 -4.54601
O -1.15071 -3.74134 -0.23884
H -1.95918 -3.92689 -0.78487
P 2.41210 -1.14753 0.38994
H 0.89120 -5.06327 2.33141
N -0.38103 0.42225 2.06494
H -1.58385 2.60405 4.27565
H 3.95557 -2.72108 -0.44340
H 0.43904 -3.60319 2.82935
C 1.52123 -0.36636 -2.27755
H -2.83409 -0.80235 -2.18157
C -2.38656 2.72359 -1.15507
H 3.45426 -1.12903 -1.79816
H -4.43075 -0.31707 -0.47514
H -3.29443 2.79897 -1.76131
H -1.11697 -4.43624 0.45274
C -0.53456 -0.03584 -4.05778
B -0.53498 2.59613 3.67902
N 0.23692 -0.40555 -1.77435
H -1.37059 0.22265 -4.72081
H 4.82705 -1.05640 0.53830
H 3.22298 0.55782 -1.30083
C 2.71153 -0.43748 -1.33098
H 4.16346 0.50609 1.06334
H -0.45171 3.57772 2.99722
H -2.66558 0.87573 -2.84137
H 0.33401 2.60508 4.50093
H -1.51825 2.97622 -1.78615
Sm -0.48099 -1.17530 0.49581
C 1.81082 -0.17314 -3.63249
H -4.62690 1.35025 -1.18083
H -4.46601 1.17563 0.62249
C 2.90208 -2.83062 -0.18085
C 4.02340 -0.58695 1.10836
H 4.06535 -0.96350 2.15077
C -0.45312 1.35586 2.79491
C -2.19382 0.12990 -2.15977
C -0.76974 -0.14760 -2.68440
*
```

Summary:
* energy relative to the best compared isomer or geometry (same formula, charge and spin): 0.0 kcal per mole
* LUMO energy (spin up / spin down): -9.022 / -6.841 eV
* frontier orbital gap (spin up / spin down): 5.5497 / 7.7506 eV